A 2-piece molecular cluster, CH6N3O overall in a non-equilibrium geometry, computed with the ωB97M-V functional and the def2-TZVPD basis.

Element x y z (Å)
C: 2.1009 -0.7011 -0.2289
N: -2.8072 -0.0631 0.0033
N: -1.8196 0.7827 -0.2799
N: -0.8382 1.0987 0.4101
O: -0.5683 0.5187 1.5230
H: 2.9197 -1.3950 0.0274
H: 1.6011 -0.3068 0.5257
H: 1.3634 -1.1668 -1.0093
H: 2.4924 0.2362 -0.7542
H: -2.5764 -0.2890 0.9465
H: -1.8679 1.2855 -1.1637

Output
* total charge: -1
* HOMO-LUMO gap: 6.19 eV
* highest occupied orbital energy: -0.070 Ha
* energy: -281.089436 hartree
* LUMO energy: 4.29 eV

And the Mulliken charges, in e, turn out to be: C -0.843; N -0.821; N 0.246; N -0.224; O -0.620; H 0.243; H 0.215; H 0.180; H 0.200; H 0.191; H 0.233



An isolated ion of composition C4H7IN and charge +1 in a non-equilibrium geometry, computed with the ωB97M-V functional and the def2-TZVPD basis.

Element x y z (Å)
C: 1.9866 1.9141 0.4380
C: 1.3768 0.9827 -0.0112
C: 0.5837 -0.3578 -0.1114
C: -0.4195 -0.0907 -1.2432
N: -0.1542 -0.6108 1.2336
I: 2.0729 -2.0202 -0.4598
H: 2.5377 2.7835 0.6661
H: -1.2473 0.6753 -1.2683
H: 0.2967 0.2016 -2.0573
H: -1.1084 -0.9643 -1.4104
H: 0.1462 0.2675 1.7903
H: -1.2092 -0.6962 1.0375
H: 0.1691 -1.4667 1.7284

Output
* total charge: +1
* HOMO-LUMO gap: 9.32 eV
* SMILES: C#C[C@](C)([NH3+])I
* highest occupied orbital energy: -0.513 Ha
* energy: -508.687853 hartree
* LUMO energy: -4.65 eV

And the Mulliken charges, in e, turn out to be: C 0.121; C -0.767; C 0.108; C -1.200; N -0.340; I 0.291; H 0.464; H 0.389; H 0.365; H 0.403; H 0.392; H 0.385; H 0.388



- The lowest HOMO-LUMO gap belongs to which entry?
  CH6N3O



Copy entry 1 word for word.
A 2-piece molecular cluster, CH6N3O overall in a non-equilibrium geometry, computed with the ωB97M-V functional and the def2-TZVPD basis.

Element x y z (Å)
C: 2.1009 -0.7011 -0.2289
N: -2.8072 -0.0631 0.0033
N: -1.8196 0.7827 -0.2799
N: -0.8382 1.0987 0.4101
O: -0.5683 0.5187 1.5230
H: 2.9197 -1.3950 0.0274
H: 1.6011 -0.3068 0.5257
H: 1.3634 -1.1668 -1.0093
H: 2.4924 0.2362 -0.7542
H: -2.5764 -0.2890 0.9465
H: -1.8679 1.2855 -1.1637

Output
* total charge: -1
* HOMO-LUMO gap: 6.19 eV
* highest occupied orbital energy: -0.070 Ha
* energy: -281.089436 hartree
* LUMO energy: 4.29 eV

And the Mulliken charges, in e, turn out to be: C -0.843; N -0.821; N 0.246; N -0.224; O -0.620; H 0.243; H 0.215; H 0.180; H 0.200; H 0.191; H 0.233



- Look up the energy of the second one.
  -508.687853 hartree